C3H8N2 | wB97M-V/def2-TZVPD

## Properties
Structure (SMILES) ... C/C(N)=C/N
E_tot ... -228.5579 Ha
Highest occupied orbital energy ... -6.94 eV
Largest force on an atom ... 0.07788 Eh/bohr
ΔE to the lowest compared entry with this formula, charge and spin ... 238.3 kJ/mol

Last column: Mulliken charge in e.
Geometry (Å):
C: -1.82094 0.30007 0.77049  -1.027
C: -0.42345 -0.00722 0.24685  0.622
C: 0.10750 -0.47225 -0.99431  -0.444
N: 1.45823 -0.63753 -1.19406  -0.482
N: 0.64031 0.54063 1.05351  -0.789
H: -1.71070 0.28896 1.94979  0.271
H: -2.59623 -0.50274 0.68814  0.321
H: -2.24539 1.29980 0.37636  0.202
H: -0.54208 -0.77167 -1.83993  0.325
H: 1.92893 -0.52362 -2.15401  0.204
H: 2.01384 -0.38723 -0.42572  0.283
H: 0.23530 1.13232 1.84157  0.273
H: 1.04797 1.21880 0.40954  0.241

Cartesian forces, eV/Å:
C -0.45 -0.30 1.47
C 1.53 -0.51 -3.15
C -3.32 0.54 2.16
N 0.91 -0.04 -2.84
N -0.92 1.47 1.30
H -0.24 0.61 -2.24
H 0.70 0.62 -0.68
H 0.67 -1.52 0.85
H 0.36 0.13 0.79
H -1.48 -0.21 2.32
H 0.96 0.27 0.86
H 0.75 -1.21 -1.35
H 0.54 0.16 0.49

C32H24Br2F5N3O3SSiV | wB97M-V/def2-TZVPD

## Properties
<S²> ... 3.806
Net charge ... -2
E_tot ... -8902.9880 Ha
Multiplicity ... 4
Highest occupied orbital energy (alpha / beta) ... -0.95 / -1.85 eV
Largest force on an atom ... 0.03032 Eh/bohr
ΔE to the lowest compared entry with this formula, charge and spin ... 104.3 kJ/mol

Last column: Mulliken charge in e.
Geometry (Å):
V: -0.04945 -0.11524 0.22780  0.391
Br: -6.26367 -6.99653 -4.10630  -0.284
C: -6.07620 -6.24238 -2.36014  0.124
C: -7.20557 -5.97580 -1.60074  -0.392
C: -7.06328 -5.44817 -0.33560  -0.286
C: -5.79934 -5.15561 0.21736  0.034
C: -4.67518 -5.42965 -0.59563  0.074
C: -4.81354 -5.97198 -1.85605  -0.552
N: -5.76539 -4.79055 1.53242  -0.968
N: -4.73134 -4.16311 2.04281  -0.429
C: -4.08416 -3.18193 1.34469  -0.676
C: -4.59796 -2.40430 0.30970  -0.561
C: -3.85254 -1.39351 -0.32354  -0.969
C: -2.55430 -1.13569 0.03370  0.524
O: -1.72870 -0.23905 -0.54678  -0.391
C: -2.01134 -1.88981 1.10091  0.784
N: -0.71233 -1.59956 1.40936  0.045
C: -0.14353 -2.20251 2.43152  -0.393
C: -0.81554 -3.16372 3.19206  -0.990
C: -2.10734 -3.50070 2.86157  -0.501
C: -2.75045 -2.86314 1.79211  1.139
H: -8.19001 -6.17904 -2.00117  0.369
H: -7.93623 -5.23722 0.26573  0.361
H: -3.68472 -5.23064 -0.21131  0.323
H: -3.93548 -6.18385 -2.45276  0.380
H: -5.62117 -2.57225 0.00656  0.402
H: -4.30556 -0.79570 -1.10195  0.454
H: 0.87666 -1.90782 2.65486  0.538
H: -0.31154 -3.62424 4.02965  0.387
H: -2.65639 -4.24863 3.41505  0.497
Br: 1.08617 7.34778 1.66397  -0.202
C: 1.42663 5.47765 1.63319  -0.100
C: 2.42240 4.96107 2.45034  -0.582
C: 2.68859 3.60496 2.39514  -0.580
C: 1.95968 2.76939 1.55306  0.755
C: 0.95784 3.30724 0.76090  0.610
C: 0.68580 4.66747 0.78792  -0.971
C: 2.34828 1.32001 1.50049  -0.474
O: 3.45655 0.96074 1.89325  -0.738
O: 1.46888 0.52817 0.99745  -0.245
H: 2.97935 5.61044 3.11060  0.437
H: 3.46718 3.16982 3.00243  0.459
H: 0.36627 2.66949 0.09604  0.327
H: -0.09190 5.08521 0.16471  0.514
C: 1.62779 -1.04096 -4.34749  -1.088
Si: 0.94738 -0.13141 -2.83413  0.214
C: -0.68869 0.61096 -3.37428  -0.961
C: 2.13530 1.29151 -2.48407  -0.845
C: 0.80152 -1.21287 -1.35623  -0.639
H: 1.72282 -0.38035 -5.20898  0.258
H: 0.96389 -1.85936 -4.62356  0.291
H: 2.60931 -1.46462 -4.13699  0.292
H: -0.56709 1.17619 -4.29982  0.356
H: -1.10416 1.27201 -2.61383  0.270
H: -1.42962 -0.17152 -3.53478  0.292
H: 2.24595 1.93592 -3.35749  0.376
H: 3.12064 0.91629 -2.20811  0.266
H: 1.78973 1.91421 -1.65776  0.122
H: 1.79033 -1.58953 -1.07057  0.542
H: 0.14643 -2.06107 -1.58009  0.375
F: -1.44794 6.74395 4.48589  -0.379
C: -1.45851 5.48577 3.97857  0.623
C: -2.30444 5.15059 2.93178  0.215
F: -3.10774 6.10331 2.39714  -0.358
C: -2.32634 3.85679 2.43778  0.429
F: -3.16506 3.62227 1.40339  -0.377
C: -1.53627 2.82191 2.95614  -0.328
S: -1.61907 1.17984 2.39111  -0.202
C: -0.67099 3.21702 3.98890  0.331
F: 0.17430 2.32335 4.54964  -0.437
C: -0.62740 4.50374 4.49742  0.118
F: 0.22335 4.81659 5.50462  -0.395

Cartesian forces, eV/Å:
V -0.82 -0.30 -0.65
Br 0.00 0.00 -0.02
C 0.03 -0.03 -0.04
C -0.04 0.00 -0.05
C -0.09 -0.02 -0.12
C -0.14 -0.09 0.05
C 0.15 0.07 0.08
C 0.00 -0.02 -0.11
N -0.32 0.04 -0.07
N 0.31 0.10 0.28
C 0.14 -0.07 0.12
C -0.07 0.05 -0.07
C -0.18 -0.08 0.06
C 0.37 0.15 -0.08
O -1.02 -0.20 -0.15
C 0.01 0.03 -0.10
N -0.38 -0.50 0.42
C 0.15 -0.06 0.07
C 0.09 0.08 -0.02
C -0.06 0.01 -0.05
C 0.05 -0.11 0.00
H -0.03 -0.02 -0.01
H -0.06 -0.02 0.08
H 0.03 0.02 0.01
H 0.01 -0.01 0.00
H -0.03 -0.03 -0.08
H -0.04 0.02 -0.09
H -0.05 -0.02 -0.01
H 0.02 -0.01 0.01
H -0.06 -0.04 0.01
Br -0.05 0.00 0.03
C -0.01 -0.11 -0.03
C -0.09 0.05 -0.07
C -0.13 0.04 -0.09
C 0.24 0.18 0.13
C -0.27 -0.20 -0.26
C 0.07 0.10 0.11
C 0.85 -0.34 0.24
O -0.67 0.28 -0.14
O 1.33 0.62 0.54
H -0.01 0.03 0.02
H 0.05 -0.06 0.03
H 0.21 0.24 0.32
H -0.02 0.02 0.00
C 0.00 0.05 0.08
Si 0.14 -0.03 -0.20
C 0.01 0.01 0.09
C -0.06 -0.04 -0.01
C 0.10 0.20 0.03
H 0.01 0.10 -0.11
H -0.07 -0.10 -0.03
H 0.11 -0.06 0.03
H 0.01 0.04 -0.08
H -0.04 0.04 0.04
H -0.06 -0.06 -0.03
H 0.02 0.05 -0.07
H 0.10 -0.03 0.03
H -0.02 0.05 0.05
H 0.01 -0.02 0.04
H -0.03 -0.02 0.08
F 0.02 -0.43 -0.19
C 0.01 0.17 0.04
C -0.06 0.22 -0.01
F 0.25 -0.29 0.18
C -0.24 0.03 -0.23
F 0.29 0.06 0.37
C 0.25 -0.05 -0.08
S 0.08 0.09 -0.07
C 0.21 -0.14 0.18
F -0.31 0.29 -0.21
C 0.08 0.15 0.09
F -0.26 -0.08 -0.30

C32H36F6IrN5O6PS2 | wB97M-V/def2-TZVPD

## Properties
Net charge ... +1
E_tot ... -3807.1624 Ha
Highest occupied orbital energy ... -8.31 eV
Largest force on an atom ... 0.03166 Eh/bohr
ΔE to the lowest compared entry with this formula, charge and spin ... 544.8 kJ/mol

Last column: Mulliken charge in e.
Geometry (Å):
Ir: -0.70570 0.06591 0.22106  1.321
F: -2.71546 5.18958 3.53299  -0.416
C: -2.48854 3.97662 4.09627  0.982
C: -1.76497 3.06864 3.39539  -1.261
C: -1.59631 1.77515 3.88897  -0.457
C: -0.93391 0.77062 3.07684  1.437
O: -0.33660 1.10464 2.02957  -1.031
C: -0.99975 -0.55106 3.55123  0.247
C: -1.42794 -0.78194 4.82106  -0.537
N: -1.94272 0.16770 5.63814  0.396
C: -2.35319 -0.16275 6.99768  -0.358
C: -2.92935 -1.50918 7.29185  -1.026
C: -3.81681 -0.30119 7.31255  -0.349
C: -2.11554 1.45358 5.14761  -0.314
C: -2.81805 2.42484 5.86965  -0.748
C: -3.05476 3.68228 5.34865  -0.188
N: -3.84021 4.59829 6.08365  0.067
C: -3.78233 6.03745 5.88564  -0.991
C: -4.89887 6.52796 4.98066  -0.586
N: -6.21566 6.10980 5.59307  -0.087
C: -6.28150 4.61109 5.78250  -0.843
C: -5.10620 4.17051 6.65119  -0.619
C: -0.69437 -1.75176 2.68971  0.168
O: -0.39555 -2.79436 3.24675  -0.685
O: -0.91031 -1.59262 1.43036  -0.633
H: -1.34659 3.33297 2.42678  0.647
H: -1.36741 -1.79020 5.20492  0.795
H: -1.71833 0.28750 7.74897  0.433
H: -2.64938 -1.96626 8.23146  0.276
H: -3.06456 -2.21079 6.48018  0.342
H: -4.18051 0.05778 8.26793  0.292
H: -4.51157 -0.19202 6.48759  0.222
H: -3.18827 2.19033 6.85726  1.037
H: -2.82918 6.33283 5.47059  0.492
H: -3.87957 6.52176 6.86543  0.379
H: -4.82110 6.07803 3.99641  0.444
H: -4.88621 7.61282 4.87835  0.337
H: -6.99037 6.43177 5.01955  0.347
H: -6.30567 6.55514 6.50397  0.375
H: -6.23016 4.14919 4.79997  0.365
H: -7.23027 4.35972 6.25003  0.437
H: -5.14296 3.09152 6.73900  0.413
H: -5.22426 4.59729 7.65409  0.304
C: 0.16638 -5.90045 -2.08396  -1.186
C: 0.79621 -4.87790 -1.16254  -0.138
O: 1.23642 -3.72781 -1.92433  -0.163
P: 0.35101 -2.38068 -2.05803  0.031
S: 1.93885 -2.38978 0.83831  -0.262
S: 1.45095 -1.09865 -0.53025  -0.031
O: 1.15834 -1.71374 -3.30788  -0.278
C: 0.55296 -1.69411 -4.62166  0.000
C: 0.43088 -3.08316 -5.22031  -1.085
H: -0.02982 -6.82220 -1.52926  0.410
H: 0.84247 -6.13275 -2.90972  0.286
H: -0.77490 -5.52864 -2.49535  0.253
H: 1.68936 -5.27958 -0.69690  0.345
H: 0.10332 -4.57845 -0.37672  0.306
H: 1.20150 -1.06589 -5.22350  0.370
H: -0.43014 -1.21719 -4.55869  0.007
H: 1.40670 -3.57127 -5.24792  0.286
H: 0.03898 -3.01240 -6.23906  0.422
H: -0.24927 -3.70101 -4.63013  0.239
F: -5.00500 2.52353 -4.28501  -0.333
C: -3.95128 1.92232 -3.73232  0.841
C: -2.68540 2.43041 -3.90596  0.141
F: -2.50829 3.53520 -4.62998  -0.357
C: -1.60204 1.82157 -3.30309  0.400
F: -0.39109 2.37991 -3.45039  -0.468
C: -1.72760 0.70004 -2.48882  0.508
O: -0.66416 0.18872 -1.85546  -0.309
C: -3.03058 0.20495 -2.34796  0.058
F: -3.23805 -0.81483 -1.51544  -0.425
C: -4.11859 0.79880 -2.95198  0.160
F: -5.34403 0.30806 -2.76171  -0.366
C: -0.69688 5.44973 -1.28496  -1.422
C: -1.34331 4.20658 -0.76231  0.871
C: -2.63164 3.94698 -0.34170  -1.354
C: -2.65756 2.58215 0.02361  0.642
N: -1.45784 2.05984 -0.17058  -0.060
N: -0.67275 3.04740 -0.63057  0.086
C: -3.78132 1.74859 0.55353  -1.503
H: -1.36892 6.29772 -1.16851  0.386
H: -0.45476 5.34141 -2.34475  0.294
H: 0.22939 5.66536 -0.74664  0.338
H: -3.45774 4.64705 -0.31313  0.507
H: 0.27996 2.84257 -0.88594  0.273
H: -4.14949 2.15486 1.50130  0.292
H: -3.43560 0.72728 0.72402  0.181
H: -4.61367 1.71881 -0.15306  0.381

Cartesian forces, eV/Å:
Ir 1.26 0.96 -0.11
F -0.06 0.17 -0.04
C -0.17 0.01 0.08
C 0.21 0.04 -0.37
C 0.24 0.06 0.16
C -0.04 -0.08 0.40
O -0.20 -0.22 -0.71
C -0.18 -0.25 0.01
C -0.05 0.10 0.13
N -0.21 -0.08 0.12
C 0.04 0.08 -0.26
C 0.02 -0.10 0.01
C -0.15 0.01 0.01
C -0.06 -0.17 0.03
C -0.04 -0.05 0.22
C -0.02 0.14 0.09
N -0.08 0.11 0.03
C -0.08 -0.40 0.13
C 0.16 0.20 0.03
N 0.28 -0.34 -0.24
C 0.07 -0.07 0.14
C 0.18 0.30 -0.21
C 0.27 -0.10 0.22
O -0.28 0.17 -0.25
O 0.33 -0.31 -0.86
H -0.10 -0.08 0.12
H 0.04 -0.01 0.05
H 0.05 0.00 0.02
H -0.01 0.05 -0.05
H 0.01 0.05 0.00
H 0.08 0.04 -0.05
H 0.07 -0.02 0.02
H 0.03 0.00 -0.02
H 0.12 0.05 -0.01
H 0.05 0.01 0.03
H -0.15 -0.09 -0.06
H -0.15 -0.01 0.07
H -0.14 0.04 -0.07
H -0.08 0.13 0.16
H 0.00 0.10 -0.13
H -0.11 0.11 -0.01
H 0.00 -0.10 0.05
H 0.03 -0.06 0.04
C 0.05 0.01 -0.06
C -0.21 0.06 -0.24
O -0.03 0.07 0.04
P 0.33 -0.13 -0.19
S 0.39 0.10 -0.09
S -1.41 0.21 0.78
O -0.19 -0.12 -0.06
C -0.12 -0.20 0.33
C 0.08 0.08 0.03
H -0.04 0.08 -0.06
H -0.05 0.00 0.04
H 0.03 -0.05 0.01
H 0.09 0.07 0.12
H 0.04 0.09 0.06
H 0.07 0.09 -0.02
H 0.02 0.05 0.04
H -0.07 0.01 -0.01
H 0.03 -0.02 0.09
H 0.02 -0.01 -0.05
F -0.11 0.04 -0.11
C -0.16 0.07 -0.05
C 0.23 0.08 -0.02
F 0.04 0.13 -0.10
C 0.22 0.04 -0.01
F 0.09 0.07 -0.10
C 0.20 -0.48 0.26
O -0.92 -0.24 0.09
C 0.32 0.06 0.14
F -0.12 -0.33 0.07
C -0.01 -0.12 0.04
F -0.12 -0.06 0.08
C 0.02 -0.17 0.02
C -0.01 0.09 -0.01
C -0.22 -0.01 0.11
C -0.15 0.15 -0.04
N 0.28 -0.01 0.02
N 0.03 0.12 0.09
C 0.06 0.13 -0.02
H 0.01 -0.04 -0.02
H -0.03 0.01 0.05
H -0.08 -0.01 -0.04
H 0.18 -0.14 -0.03
H 0.01 -0.10 -0.06
H 0.02 -0.03 -0.08
H -0.03 -0.02 -0.01
H 0.04 0.00 0.04

Among the records above, which one has the highest largest force on an atom? C3H8N2

Which of these has the lowest largest force on an atom? C32H24Br2F5N3O3SSiV